(1)
Entry from the OMol25 dataset: one molecule with the formula C3H6O3 (ωB97M-V/def2-TZVPD).

Geometry as XYZ:
```
12
Properties=species:S:1:pos:R:3:forces:R:3:mulliken_charge:R:1
O -0.25382 -2.41326 -0.69535 0.3285 0.3994 0.2421 -0.447
C 0.34322 -1.60762 -0.03033 -0.1960 -0.2595 -0.2023 -0.102
C -0.28077 -0.34623 0.55554 0.1030 -0.0012 0.0961 0.187
O -1.62153 -0.19376 0.20279 -0.0291 0.0514 -0.1027 -0.547
C 0.50289 0.90964 0.15486 0.1134 -0.0209 0.2330 -0.528
O 0.16613 1.22540 -1.18949 -0.0032 0.2409 -0.0477 -0.564
H 1.41941 -1.74855 0.22521 -0.1242 0.0019 -0.0448 0.300
H -0.22367 -0.45902 1.64780 0.0210 0.0031 -0.1044 0.362
H -1.59317 0.07497 -0.72911 -0.2222 -0.1383 0.1158 0.379
H 0.22579 1.72276 0.83486 0.0500 -0.1024 -0.1293 0.321
H 1.58675 0.75174 0.22810 -0.1551 -0.0066 0.0043 0.313
H -0.27122 2.08393 -1.20488 0.1140 -0.1678 -0.0600 0.327
```
Positions in Å, forces in eV/Å.

Max |F| (hartree/bohr): 0.0111
Orbital gap (eV): 10.344
Energy above the lowest of the compared OMol25 structures with the same formula, charge and spin (eV): 1.547
E (eV): -9349.77013
2S+1: 1
LUMO energy (eV): 0.55

---

(2)
Entry from the OMol25 dataset: a 2-piece molecular cluster, CH2NO4S overall at a distorted geometry (ωB97M-V/def2-TZVPD).

Geometry as XYZ:
```
9
Properties=species:S:1:pos:R:3:forces:R:3:mulliken_charge:R:1
C 0.67383 -0.09906 0.28584 -0.9232 -0.0262 -1.1512 -0.596
N 1.46279 -1.16552 -0.16664 3.1117 0.0844 -0.1677 0.747
O 0.36009 2.40739 0.88494 0.4967 0.3847 -0.7012 -0.464
O 1.81248 -2.06628 0.63622 -1.4530 -0.3951 0.3066 -0.581
O 2.07448 -1.13577 -1.28680 -1.4901 0.8992 0.9287 -0.585
O 2.20985 1.30394 1.99716 0.2321 -0.1124 -1.2768 -0.489
S 1.55153 1.56684 0.69119 -1.5972 -0.8725 1.8392 0.645
H -0.05776 -0.35936 1.10477 1.3864 0.3276 -0.6037 0.218
H -0.08211 0.58846 -1.40830 0.2367 -0.2896 0.8261 0.105
```
Positions in Å, forces in eV/Å.

Max |F| (hartree/bohr): 0.0606
Charge: -1
Orbital gap (spin up / spin down) (eV): 6.615 / 5.916
Energy above the lowest of the compared OMol25 structures with the same formula, charge and spin (eV): 4.059
E (eV): -21577.85704
2S+1: 3
LUMO energy (spin up / spin down) (eV): 3.66 / 1.03

---

(3)
Entry from the OMol25 dataset: one molecule with the formula C2H4N2O at a distorted geometry (ωB97M-V/def2-TZVPD).

Geometry as XYZ:
```
9
Properties=species:S:1:pos:R:3:forces:R:3:mulliken_charge:R:1
H -0.28019 -2.22943 0.82226 -0.5497 -0.1608 0.3261 0.213
N -0.26250 -1.44993 0.18813 -0.3907 -0.1513 0.5038 -0.589
C -0.76762 -0.36625 0.62723 0.2269 -0.4625 0.0232 0.003
N -0.52611 0.78928 -0.10479 0.3629 -0.1040 -0.0477 -0.137
C 0.61286 0.64624 -0.95139 -0.4571 0.2262 0.0959 -0.037
O 1.12228 1.54791 -1.56879 -0.3030 -0.6295 0.3873 -0.514
H -1.33000 -0.26052 1.55934 0.0588 0.1105 -0.1256 0.344
H -0.86098 1.68785 0.22696 0.2021 -0.2562 -0.2378 0.244
H 0.80934 -0.47163 -0.85491 0.8499 1.4276 -0.9252 0.473
```
Positions in Å, forces in eV/Å.

Max |F| (hartree/bohr): 0.0370
Orbital gap (eV): 10.233
Energy above the lowest of the compared OMol25 structures with the same formula, charge and spin (eV): 0.649
E (eV): -7165.83064
2S+1: 1
LUMO energy (eV): 0.79

---

(4)
Entry from the OMol25 dataset: one molecule with the formula C4H7FS at a distorted geometry (ωB97M-V/def2-TZVPD).

Geometry as XYZ:
```
13
Properties=species:S:1:pos:R:3:forces:R:3:mulliken_charge:R:1
C 1.18821 -0.20118 0.87425 2.6731 1.6529 -1.4113 -1.226
C -0.03238 0.33815 0.07037 1.2780 -1.4390 2.0745 0.500
S -0.58436 2.02175 0.07984 1.8401 1.2697 -3.6352 -0.280
C -1.24089 -0.52054 0.25907 -2.6777 3.4893 -4.0552 -0.836
C -0.33038 -0.70449 -0.90496 -1.1254 1.9451 -1.5731 0.103
F -0.58132 -0.29826 -2.23751 -0.2974 -1.0224 1.4459 -0.326
H 1.04302 -0.02885 1.91084 -0.0237 -0.2111 1.1221 0.327
H 1.76073 -1.23390 0.66458 -2.1548 2.0341 0.2910 0.309
H 1.96931 0.54309 0.55498 -0.1500 -0.6774 0.6386 0.334
H -0.23028 2.36960 -1.40685 -0.5830 -0.6371 3.2389 0.167
H -2.05360 0.32219 -0.14836 1.0447 -3.3554 1.7322 0.239
H -1.32225 -1.19780 1.03216 -0.6174 -1.3548 1.3516 0.309
H 0.41420 -1.40977 -0.74841 0.7935 -1.6939 -1.2199 0.381
```
Positions in Å, forces in eV/Å.

Max |F| (hartree/bohr): 0.1163
Orbital gap (eV): 9.832
Energy above the lowest of the compared OMol25 structures with the same formula, charge and spin (eV): 3.726
E (eV): -17810.61568
2S+1: 1
LUMO energy (eV): 0.64

---

(5)
Entry from the OMol25 dataset: a 2-piece molecular cluster, C5H9N overall at a distorted geometry (ωB97M-V/def2-TZVPD).

Geometry as XYZ:
```
15
Properties=species:S:1:pos:R:3:forces:R:3:mulliken_charge:R:1
C 3.02232 -0.68212 0.22715 -0.9204 -2.7705 0.6728 -0.843
N -0.06295 0.92213 -1.70621 0.5136 -5.1115 5.7800 -0.515
C 0.00966 0.09688 -0.74131 0.7663 4.4867 -5.4364 0.408
C -0.04641 -0.68336 0.43490 -1.6433 0.3751 0.0395 -0.401
C -2.41682 0.27925 0.58966 -0.6114 -0.1483 0.7446 -1.196
C -0.96927 0.36578 0.80102 1.2837 -1.2854 0.1343 0.043
H 3.26893 -0.35972 1.21358 0.2228 0.3052 0.7940 0.266
H 3.90948 -1.17676 -0.19627 -0.4264 0.5911 -0.2987 0.296
H 2.19413 -1.47130 0.35996 1.5154 1.0224 -0.2257 0.138
H -2.61046 -0.57388 -0.00792 -0.1644 -1.3458 -0.2139 0.373
H 2.54608 0.11430 -0.28087 0.1508 0.7583 -0.9747 0.181
H -0.30234 -1.77910 0.50873 -0.0157 1.3919 -0.6867 0.226
H -3.04130 0.21389 1.49898 0.1508 0.6608 -0.5108 0.348
H -2.64401 1.04329 -0.15046 -0.4255 0.7487 0.6349 0.332
H -0.47674 1.27581 1.12915 -0.3962 0.3212 -0.4531 0.344
```
Positions in Å, forces in eV/Å.

Max |F| (hartree/bohr): 0.1504
Orbital gap (eV): 7.542
Energy above the lowest of the compared OMol25 structures with the same formula, charge and spin (eV): 4.993
E (eV): -6816.00221
2S+1: 1
LUMO energy (eV): -0.95

---

(6)
Entry from the OMol25 dataset: C21H24F3MnO2PS3 as an isolated structure (ωB97M-V/def2-TZVPD).

Geometry as XYZ:
```
55
Properties=species:S:1:pos:R:3:forces:R:3:mulliken_charge:R:1
Mn 0.22573 0.43329 0.11695 0.5410 -0.3029 -0.0207 0.995
C 5.03207 0.91118 1.86129 -0.1003 -0.0282 -0.0048 -0.633
C 4.50082 2.21549 1.26451 0.0876 -0.1900 0.0654 -0.734
S 3.15950 1.69822 0.15071 -0.0887 0.2928 -0.3114 0.101
C 4.09259 1.12161 -1.30346 0.0085 -0.0195 0.0916 -0.839
C 3.35195 0.03068 -2.06781 -0.0598 0.0834 0.0637 -0.815
S 2.51120 -1.17958 -1.02154 0.0172 -0.1171 0.0826 0.052
C 3.88809 -1.80767 -0.01198 0.0039 -0.0122 0.0095 -0.869
C 3.71686 -1.67373 1.50057 -0.0747 0.1207 -0.0013 -0.623
S 3.48730 -0.01172 2.16827 0.1392 -0.0589 0.0113 0.118
H 5.57224 1.04301 2.79676 0.0263 0.0293 0.0016 0.502
H 5.66629 0.36869 1.16232 -0.0188 -0.0289 0.0077 0.318
H 5.24132 2.80917 0.73111 0.0141 -0.0226 0.0069 0.459
H 4.03842 2.84001 2.02850 -0.0224 0.0296 -0.0403 0.405
H 5.07001 0.79116 -0.95423 -0.0073 -0.0303 -0.0067 0.456
H 4.24626 1.98690 -1.95068 0.0259 0.0454 0.0617 0.603
H 4.04798 -0.47175 -2.73885 -0.0042 -0.0390 0.0211 0.545
H 2.55892 0.45685 -2.67841 -0.0371 0.0154 -0.0249 0.269
H 4.80802 -1.33332 -0.34998 0.0065 0.0174 -0.0068 0.372
H 3.99417 -2.87071 -0.22693 -0.0016 -0.0091 -0.0001 0.504
H 4.58326 -2.09961 2.01126 0.0222 -0.0175 -0.0055 0.562
H 2.83096 -2.20525 1.84870 -0.0149 0.0219 -0.0123 0.381
O -0.13859 0.53264 -3.81729 0.0499 0.0214 0.0987 -0.544
C -0.35716 0.26884 -2.67712 -0.2019 -0.2061 -0.3439 0.262
O 0.36700 0.76834 -1.65972 -0.1574 0.5151 0.1535 -0.794
C -1.42594 -0.72407 -2.21916 0.0278 0.1083 0.1091 -0.830
P -1.88828 -0.24759 -0.52177 -0.0630 -0.1325 -0.0022 1.338
C -3.13239 1.03014 -0.65228 0.0593 -0.0245 -0.0530 0.902
C -2.83483 2.18188 -1.39007 -0.0475 -0.0391 -0.0283 -0.499
C -3.81183 3.14017 -1.58379 0.0167 0.0100 -0.0099 -0.852
C -5.08074 2.95720 -1.04355 0.0020 -0.0241 0.0133 -0.568
C -5.37606 1.81379 -0.31541 -0.0329 0.0337 -0.0044 -0.740
C -4.40624 0.84318 -0.11754 0.0125 -0.0268 0.0744 -0.466
C -2.44052 -1.62405 0.46541 0.0409 0.0955 -0.0297 0.563
C -2.60298 -2.89509 -0.08335 -0.0292 -0.0079 -0.0440 -0.487
C -3.03563 -3.93486 0.72425 -0.0135 -0.0370 0.0294 -0.745
C -3.29624 -3.71029 2.06911 0.0091 0.0035 -0.0484 -0.496
C -3.12782 -2.44355 2.61737 -0.0024 0.0268 0.0499 -0.795
C -2.69780 -1.39849 1.82127 0.0070 -0.0373 -0.0213 -0.286
H -0.96772 -1.71660 -2.21301 0.0337 0.0025 0.0253 0.478
H -2.27223 -0.73224 -2.90257 -0.0331 -0.0008 -0.0069 0.489
H -1.84913 2.33138 -1.81623 -0.0047 0.0234 -0.0119 0.381
H -3.58792 4.02846 -2.15865 -0.0049 -0.0048 0.0005 0.455
H -5.84315 3.70910 -1.19790 0.0047 -0.0075 0.0020 0.431
H -6.36657 1.67018 0.09411 0.0017 0.0038 -0.0041 0.441
H -4.64665 -0.05433 0.43759 0.0029 0.0106 -0.0120 0.424
H -2.41878 -3.08089 -1.13376 0.0015 0.0092 0.0102 0.402
H -3.17492 -4.91977 0.29980 -0.0005 0.0050 0.0072 0.443
H -3.63517 -4.52549 2.69436 0.0028 0.0055 -0.0044 0.434
H -3.33220 -2.27319 3.66583 -0.0021 -0.0053 -0.0121 0.438
H -2.56974 -0.41086 2.24984 0.0051 -0.0051 0.0160 0.449
F 0.17374 2.12942 2.35223 -0.0911 -0.1117 0.0143 -0.115
C -0.33637 1.90894 1.19913 -0.0965 -0.0879 -0.1750 0.504
F -1.20033 2.80917 0.94185 0.1601 0.0860 -0.0490 -0.089
F 0.68926 -0.48442 1.53394 -0.1200 0.0180 0.2680 -0.655
```
Positions in Å, forces in eV/Å.

Max |F| (hartree/bohr): 0.0121
Charge: +2
Orbital gap (spin up / spin down) (eV): 7.131 / 6.095
Energy above the lowest of the compared OMol25 structures with the same formula, charge and spin (eV): 2.638
E (eV): -107512.06886
2S+1: 4
LUMO energy (spin up / spin down) (eV): -7.72 / -8.59